Record 1
The following is a quantum chemistry calculation of a gas-phase ion, NO4P (charge -2) in a non-equilibrium geometry, from the OMol25 dataset.

HOMO energy (alpha / beta)	1.1 / 1.2	eV
gap between HOMO and LUMO (alpha / beta)	6.50 / 6.44	eV
E_LUMO (alpha / beta)	0.2791 / 0.2791	Eh
structure (SMILES)	O=NP(=O)([O-])[O-]
total charge	-2

The geometry in XYZ format:
```
6
Properties=species:S:1:pos:R:3:mulliken_charge:R:1
N 1.08144 -0.53876 -0.08096 -0.068
O -1.43919 -1.26645 0.00591 -0.832
O -0.56170 0.81739 -1.27076 -0.773
O 2.16570 0.05276 0.00909 -0.441
O -0.64374 0.88192 1.31254 -0.810
P -0.60251 0.05315 0.02418 0.925
```



Record 2
The following is a quantum chemistry calculation of C6H17NO2SSi2 in the gas phase in a non-equilibrium geometry, from the OMol25 dataset.

HOMO energy	-8.4	eV
gap between HOMO and LUMO	8.73	eV
E_LUMO	0.0119	Eh
structure (SMILES)	C[Si](C)(C)[SiH2]O[S@@](N)(=O)=C1CC1

The geometry in XYZ format:
```
29
Properties=species:S:1:pos:R:3:mulliken_charge:R:1
C -2.70536 1.92284 0.37000 -0.561
C -2.16868 1.71257 -1.01017 -0.583
C -1.65890 0.83031 0.15311 0.116
C 3.35899 -1.29764 0.09407 -1.205
C 0.83398 -0.88709 2.04232 -0.733
C 1.78729 1.46741 -0.23472 -1.120
N -3.81265 -0.94712 -0.48149 -0.535
O -1.31243 -1.57736 -0.50165 -0.135
O -2.28686 -1.20208 1.62531 -0.687
Si 0.10425 -1.44388 -1.32346 0.279
Si 1.60502 -0.54339 0.24030 0.570
S -2.29421 -0.66018 0.30679 0.872
H -2.36775 2.82902 0.90068 0.286
H -3.80056 1.49021 0.57558 0.138
H -2.80071 1.21847 -1.65419 0.274
H -1.31088 2.36489 -1.50237 0.175
H 3.58195 -2.03233 0.91340 0.300
H 3.59201 -1.72803 -0.80110 0.415
H 4.20896 -0.52465 0.31706 0.276
H 1.09563 -1.92727 2.41778 0.283
H 1.12658 -0.02534 2.81548 0.247
H -0.21337 -0.73316 1.99243 0.149
H 0.99001 1.90651 0.38506 0.207
H 2.73691 1.76640 0.07244 0.464
H 1.66175 1.41319 -1.26382 0.334
H -4.52328 -1.35235 0.09979 0.251
H -3.66308 -1.39684 -1.34602 0.267
H 0.15520 -0.22841 -2.35815 -0.144
H -0.24783 -2.51522 -2.16379 -0.200
```



Record 3
The following is a quantum chemistry calculation of a molecular structure, C33H33F3N6SV in a non-equilibrium geometry, from the OMol25 dataset.

spin multiplicity	4
HOMO energy (alpha / beta)	-5.9 / -7.2	eV
gap between HOMO and LUMO (alpha / beta)	6.42 / 7.71	eV
E_LUMO (alpha / beta)	0.0186 / 0.0182	Eh
<S²>	3.77

The geometry in XYZ format:
```
77
Properties=species:S:1:pos:R:3:mulliken_spin:R:1
V 0.16532 -0.20121 0.04363 2.780
C 1.08796 2.86342 0.46363 0.018
N -0.15154 2.24379 0.97302 -0.106
C -1.32373 3.08023 0.66724 0.077
C -1.71898 3.28468 -0.77689 -0.014
C -2.98643 3.80189 -1.03394 -0.002
C -3.38365 3.96622 -2.34480 -0.001
C -2.50057 3.62844 -3.36313 0.002
C -1.24913 3.16410 -3.00702 0.006
N -0.85817 3.00071 -1.73969 0.013
C -0.13243 2.06449 2.42234 0.039
C 0.97299 1.16071 2.91037 0.042
C 1.16345 0.97149 4.27623 0.004
C 2.24059 0.21822 4.69478 0.004
C 3.10573 -0.30378 3.74185 -0.007
C 2.82152 -0.09133 2.40744 0.023
N 1.75799 0.61030 1.98999 0.008
C 1.74623 2.13800 -0.69175 0.082
C 2.81477 2.76313 -1.31402 -0.043
C 3.31666 2.26254 -2.49997 0.062
C 2.68791 1.15804 -3.05439 -0.040
C 1.67119 0.55159 -2.34818 0.164
N 1.24541 0.96613 -1.13728 -0.136
H 1.81646 2.97912 1.26445 0.006
H 0.86197 3.86850 0.10349 0.005
H -1.17605 4.08496 1.09397 0.003
H -2.17246 2.63852 1.18702 0.002
H -3.65863 4.03190 -0.21439 0.000
H -4.37506 4.33845 -2.57494 0.000
H -2.77630 3.72382 -4.40546 0.000
H -0.51782 2.90468 -3.76688 0.001
H -1.09896 1.66376 2.72936 -0.023
H -0.01223 3.03156 2.93380 0.001
H 0.47813 1.41808 4.98709 0.000
H 2.41177 0.04451 5.74945 0.000
H 3.97616 -0.88115 4.02456 0.000
H 3.44719 -0.50994 1.63042 0.008
H 3.21944 3.66939 -0.87657 0.000
H 4.15156 2.74274 -2.99653 0.006
H 2.98532 0.75330 -4.01280 -0.001
H 1.17615 -0.31698 -2.75555 -0.013
C -1.72219 -1.32132 2.77007 0.044
N -0.88663 -1.84695 1.69109 -0.099
C -1.60822 -2.94126 1.03117 0.028
C 0.36047 -2.38551 2.26418 -0.016
C 1.40357 -2.67068 1.21388 -0.080
C 2.15640 -3.83786 1.32183 -0.018
C 3.22361 -4.07564 0.46328 0.033
C 3.52446 -3.11549 -0.49184 -0.024
C 2.73334 -1.97170 -0.60650 0.023
C 1.61519 -1.69516 0.20675 -0.012
H -2.01790 -2.12188 3.46382 0.001
H -2.61710 -0.86632 2.34905 0.002
H -1.16588 -0.57414 3.33657 -0.009
H -1.86048 -3.72080 1.76261 0.005
H -0.98912 -3.38443 0.25522 -0.005
H -2.52809 -2.56092 0.59248 0.001
H 0.15516 -3.28818 2.85797 0.001
H 0.73966 -1.63463 2.96137 0.008
H 1.91394 -4.56580 2.09278 -0.001
H 3.80578 -4.98630 0.54301 0.003
H 4.37079 -3.25915 -1.15637 -0.001
H 3.02551 -1.26088 -1.37429 0.006
F -5.10269 -1.62115 -1.26200 0.000
C -4.44563 -1.27889 -2.38288 -0.013
F -4.68167 0.01950 -2.61617 0.000
F -5.04101 -1.96173 -3.39188 0.000
C -2.97540 -1.60430 -2.31285 -0.021
C -2.46897 -2.56666 -3.15124 0.030
C -1.11899 -2.90218 -3.08081 -0.010
C -0.33950 -2.23215 -2.17406 0.088
N -0.80178 -1.27348 -1.34909 -0.005
C -2.13082 -0.95683 -1.36884 0.074
S -2.65507 0.17518 -0.19905 0.000
H -3.12199 -3.06154 -3.85784 0.002
H -0.68812 -3.66627 -3.71213 0.000
H 0.70965 -2.47150 -2.06924 -0.005
```



Record 4
The following is a quantum chemistry calculation of a molecular structure, C4H12NP in a non-equilibrium geometry, from the OMol25 dataset.

HOMO energy	-7.4	eV
gap between HOMO and LUMO	8.29	eV
E_LUMO	0.0319	Eh

The geometry in XYZ format:
```
18
Properties=species:S:1:pos:R:3:mulliken_charge:R:1
C -1.31273 0.03364 -0.74067 -0.798
C -1.80620 1.88752 -0.74674 -0.795
C 0.18654 -2.21138 0.03788 -1.213
C 1.95593 0.00060 -0.05970 -1.374
N -0.23725 -0.08556 1.67514 -0.601
P 0.06686 -0.40719 0.09287 1.123
H -1.34425 -0.38545 -1.82488 0.210
H -2.64585 1.91044 -1.48098 0.279
H -0.86661 2.43349 -1.04974 0.236
H -2.11751 2.10238 0.28748 0.263
H -0.16432 -2.53415 -0.85545 0.404
H 1.25419 -2.63290 0.21878 0.263
H -0.45125 -2.49461 0.80247 0.377
H 2.21573 1.08741 0.31863 0.324
H 2.57834 -0.59868 0.42868 0.519
H 2.29225 0.02851 -1.17223 0.308
H 0.60213 0.10464 2.22051 0.247
H -1.06685 0.48467 1.76464 0.227
```



no.,molecular weight (g/mol)
1,109.0
2,223.4
3,653.7
4,105.1